CH5O2PS2 | ωB97M-V/def2-TZVPD

Summary:
LUMO energy   0.411 eV
Energy relative to the best compared isomer or geometry (same formula, charge and spin)   2.393 eV
HOMO-LUMO gap   9.15 eV
E_HOMO   -8.7 eV
Structure (SMILES)   OC(O)P(S)S

Structure (XYZ):
```
11
Properties=species:S:1:pos:R:3:forces:R:3:nbo_charge:R:1
O 1.300 -0.636 0.853 -1.03 1.19 -3.28 -0.7717
C -0.097 -0.647 0.195 3.76 -0.78 -1.04 0.0603
O -0.941 -0.987 1.174 -1.85 0.75 2.41 -0.7069
P -0.179 1.163 -0.174 0.11 0.09 0.32 0.5449
S -1.823 1.219 -1.453 -0.52 0.10 -0.76 -0.3072
S 1.342 1.396 -1.602 -2.29 -0.35 -2.68 -0.2372
H 1.113 -1.109 1.619 -0.15 -1.50 2.31 0.4650
H -0.066 -1.448 -0.659 -0.35 1.63 1.54 0.1978
H -0.944 -0.248 1.878 -0.07 -1.49 -1.55 0.4819
H -2.553 0.524 -0.578 -0.21 -0.05 0.13 0.1465
H 2.109 1.494 -0.637 2.61 0.40 2.60 0.1265
```
Positions in Å, forces in eV/Å.

C18H44N2O5S5 | ωB97M-V/def2-TZVPD

Summary:
LUMO energy   0.364 eV
HOMO-LUMO gap   9.00 eV
E_HOMO   -8.6 eV

Structure (XYZ):
```
74
Properties=species:S:1:pos:R:3:forces:R:3:lowdin_charge:R:1
C 14.954 -7.031 5.293 0.62 0.34 -1.32 -0.1060
C 16.034 -7.447 4.258 -1.02 -0.53 0.54 -0.2446
C 17.445 -7.737 4.820 -0.56 -1.55 -1.09 -0.2066
C 18.019 -6.818 5.744 2.30 4.23 3.24 -0.2334
N 18.495 -6.046 6.514 -1.89 -3.04 -2.93 0.1322
H 14.001 -7.106 4.770 -0.16 -0.17 0.23 0.0665
H 15.130 -5.958 5.375 -0.23 -0.04 1.12 0.0709
H 14.929 -7.618 6.211 0.14 0.34 0.02 0.0769
H 15.945 -6.682 3.486 0.89 0.18 0.02 0.1045
H 15.650 -8.327 3.742 0.46 -0.39 0.10 0.0980
H 18.120 -8.030 4.015 0.31 0.85 -0.28 0.1201
H 17.511 -8.693 5.339 -0.83 -0.23 0.38 0.1224
C 12.895 -10.429 13.064 -1.70 -1.75 -1.64 -0.0994
C 12.288 -11.709 13.749 1.20 1.13 1.30 -0.2095
C 12.119 -11.544 15.315 0.49 -1.68 -0.86 -0.1976
C 11.495 -10.393 15.865 -1.20 2.38 0.20 -0.2687
N 11.004 -9.464 16.348 0.39 -0.78 -0.38 0.1435
H 12.067 -9.734 12.922 0.55 0.75 0.64 0.0715
H 13.010 -10.771 12.036 0.19 -0.03 -0.37 0.0566
H 13.894 -10.046 13.273 -0.45 0.04 0.97 0.0725
H 12.953 -12.545 13.534 0.21 -0.06 0.53 0.0939
H 11.351 -12.060 13.318 -0.17 0.73 -0.13 0.1026
H 13.068 -11.581 15.850 0.28 -0.36 -0.29 0.1198
H 11.503 -12.363 15.686 0.21 -0.37 0.03 0.1149
C 23.315 -12.931 8.572 -0.67 0.50 -1.12 -0.2561
S 22.580 -11.260 8.369 -1.10 -0.06 -0.20 0.8161
O 21.756 -11.267 7.108 0.64 -0.21 0.77 -0.5810
C 21.348 -11.434 9.750 1.25 0.61 -0.15 -0.2525
H 22.469 -13.555 8.860 0.61 -0.32 0.72 0.0393
H 24.249 -12.864 9.129 -0.48 -0.33 0.49 0.0507
H 23.551 -13.275 7.565 0.17 0.32 -0.14 0.0472
H 20.887 -12.420 9.689 -0.28 0.35 0.02 0.0454
H 20.703 -10.556 9.730 -0.34 -0.37 -0.53 0.0465
H 21.898 -11.283 10.678 0.20 -0.49 0.13 0.0442
C 20.143 -3.885 22.553 -0.90 1.06 0.06 -0.2585
S 19.601 -3.895 20.787 -0.19 -1.06 1.03 0.8212
O 18.750 -5.141 20.748 0.13 1.18 -0.36 -0.5826
C 18.603 -2.345 20.669 -0.26 -0.80 0.23 -0.2591
H 20.505 -2.896 22.836 0.95 -0.14 -0.32 0.0423
H 20.788 -4.743 22.743 0.23 0.39 -0.30 0.0484
H 19.306 -3.944 23.249 -0.56 -0.53 -0.47 0.0490
H 17.805 -2.239 21.405 0.30 -0.12 0.38 0.0502
H 18.075 -2.422 19.719 0.37 0.05 -0.22 0.0427
H 19.301 -1.508 20.681 -0.09 -0.04 -0.04 0.0468
C 17.292 -5.628 12.979 -0.43 -0.93 0.63 -0.2542
S 16.793 -4.896 14.619 -1.02 -0.56 -0.39 0.8209
O 15.415 -4.349 14.362 0.88 -0.13 0.20 -0.5868
C 16.441 -6.484 15.565 0.12 -0.26 -1.42 -0.2405
H 17.490 -4.920 12.174 0.01 0.39 0.57 0.0486
H 16.439 -6.236 12.678 -0.19 0.11 0.00 0.0409
H 18.123 -6.325 13.084 0.24 0.22 0.18 0.0430
H 17.319 -7.091 15.785 0.26 0.55 0.45 0.0447
H 15.882 -7.134 14.892 -0.33 0.25 -0.24 0.0338
H 15.782 -6.285 16.411 0.46 0.37 0.03 0.0497
C 12.591 -3.597 21.133 0.11 -0.06 1.37 -0.2447
S 12.567 -2.639 22.734 -0.04 0.48 0.25 0.8030
O 11.164 -2.246 23.131 1.10 -0.92 -0.48 -0.5772
C 13.142 -4.006 23.871 -1.13 -0.38 -1.17 -0.2509
H 12.099 -4.547 21.341 -0.21 0.07 -0.44 0.0446
H 13.647 -3.774 20.926 0.04 -0.01 0.01 0.0411
H 12.162 -3.013 20.319 -0.19 -0.05 0.34 0.0502
H 12.448 -4.832 23.720 -0.34 0.02 0.13 0.0400
H 13.055 -3.688 24.910 0.37 0.23 -0.26 0.0472
H 14.093 -4.431 23.551 0.31 0.60 0.25 0.0464
C 24.266 -4.240 9.395 -0.58 0.54 -0.17 -0.2513
S 23.126 -4.244 10.891 1.58 -0.74 -1.00 0.8185
O 24.005 -4.637 12.013 -0.13 -0.33 0.77 -0.5808
C 23.012 -2.447 11.019 -0.15 -0.49 -0.21 -0.2595
H 23.561 -4.027 8.592 0.25 0.21 -0.32 0.0369
H 24.861 -5.106 9.104 -0.73 -0.69 0.71 0.0485
H 25.041 -3.478 9.473 -0.39 0.47 0.28 0.0468
H 22.009 -2.173 11.346 0.10 0.07 -0.14 0.0449
H 23.265 -2.069 10.029 -0.07 0.53 0.36 0.0405
H 23.738 -2.262 11.811 0.11 0.41 -0.28 0.0548
```
Positions in Å, forces in eV/Å.

C27H28N3 | ωB97M-V/def2-TZVPD

Summary:
Charge   +1
LUMO energy   -4.512 eV
Energy relative to the best compared isomer or geometry (same formula, charge and spin)   3.533 eV
HOMO-LUMO gap   6.28 eV
E_HOMO   -10.8 eV
Structure (SMILES)   Cc1ccc([C@H](c2c(C(C)(C)C)[nH]c3ccccc23)[C@@H]([N+]#N)c2ccccc2)cc1

Structure (XYZ):
```
58
Properties=species:S:1:pos:R:3:forces:R:3:nbo_charge:R:1
C 4.853 -0.209 2.888 0.81 0.27 0.92 -0.6449
C 3.664 -0.435 2.014 -0.02 0.20 -1.05 0.0175
C 3.706 -0.040 0.645 -0.78 -0.82 1.23 -0.2368
C 2.535 -0.173 -0.123 1.26 1.68 -1.53 -0.1143
C 1.333 -0.558 0.435 -0.25 -2.07 1.76 -0.1572
C -0.044 -0.467 -0.122 -1.26 -1.96 -0.26 -0.1213
C -0.190 0.262 -1.386 -0.42 -0.69 -0.57 -0.1675
C -0.920 -0.016 -2.577 -0.73 -0.41 1.57 0.2880
C -1.582 -1.293 -3.103 -0.05 0.87 -0.09 -0.1091
C -0.476 -2.247 -3.548 0.13 -0.18 -0.15 -0.5940
C -2.485 -0.939 -4.297 -0.33 -0.26 -0.55 -0.6211
C -2.461 -1.929 -2.035 -0.14 -0.29 0.38 -0.5928
N -1.048 1.133 -3.262 0.79 1.18 -0.40 -0.5330
C -0.313 2.162 -2.662 -0.07 -0.31 0.08 0.1934
C -0.238 3.514 -2.997 0.40 0.11 0.15 -0.2435
C 0.525 4.341 -2.156 -0.30 -1.25 0.38 -0.2016
C 1.140 3.816 -0.987 -0.38 -0.96 -0.39 -0.2068
C 0.997 2.442 -0.669 0.85 1.47 0.40 -0.2288
C 0.299 1.595 -1.523 -0.89 1.33 -0.12 -0.1314
C -1.028 0.340 1.221 -0.05 1.22 -1.29 -0.1528
N -2.333 0.604 0.588 -2.11 2.01 -4.55 0.1336
N -3.066 0.860 -0.249 3.43 -1.50 4.19 0.2714
C -1.295 -0.033 2.610 -1.19 -1.91 1.97 -0.0340
C -0.570 0.435 3.711 0.87 0.28 -0.36 -0.1968
C -0.643 -0.208 4.959 0.06 0.22 0.04 -0.2017
C -1.522 -1.268 5.153 0.13 0.03 -0.14 -0.1838
C -2.388 -1.634 4.117 -0.30 -0.13 -0.14 -0.1890
C -2.323 -0.996 2.887 0.94 0.22 -0.64 -0.2237
C 1.412 -1.239 1.684 0.42 1.10 -0.01 -0.1590
C 2.517 -1.078 2.507 0.40 0.00 -0.24 -0.2235
H 4.687 -0.655 3.902 0.28 0.31 -0.89 0.2225
H 5.796 -0.626 2.449 -0.84 0.25 0.37 0.2374
H 5.039 0.884 3.045 -0.17 -0.80 -0.16 0.2321
H 4.641 0.387 0.257 -0.59 -0.32 -0.08 0.2315
H 2.619 0.167 -1.195 -0.44 -0.31 1.26 0.2265
H -0.627 -1.434 -0.066 1.12 0.83 -0.38 0.2397
H 0.195 -2.485 -2.708 -0.16 0.04 -0.34 0.2185
H -0.927 -3.173 -3.926 0.14 0.08 0.11 0.2232
H 0.104 -1.802 -4.371 -0.05 -0.15 0.32 0.2220
H -3.285 -0.212 -4.027 0.51 -0.45 -0.16 0.2155
H -1.905 -0.560 -5.163 -0.29 -0.09 0.45 0.2158
H -2.985 -1.864 -4.657 0.26 0.56 0.25 0.2367
H -3.115 -1.180 -1.564 0.04 -0.36 -0.29 0.1990
H -3.080 -2.725 -2.484 0.22 0.32 0.23 0.2332
H -1.850 -2.385 -1.249 -0.19 -0.04 -0.11 0.2046
H -1.578 1.278 -4.108 0.16 -0.33 0.05 0.4315
H -0.752 3.873 -3.898 0.31 0.06 0.48 0.2284
H 0.609 5.386 -2.361 0.07 0.43 -0.20 0.2278
H 1.741 4.473 -0.342 -0.38 -0.37 -0.33 0.2295
H 1.498 2.035 0.219 -0.25 0.37 -0.35 0.2223
H -0.458 1.259 1.155 -0.39 0.73 -0.04 0.2836
H 0.127 1.289 3.579 -0.35 -0.78 0.06 0.2289
H 0.026 0.104 5.780 -0.52 -0.06 -0.59 0.2373
H -1.540 -1.812 6.102 -0.01 0.25 -0.35 0.2365
H -3.094 -2.464 4.246 0.21 0.51 0.05 0.2348
H -3.022 -1.262 2.075 0.41 -0.15 0.48 0.2072
H 0.578 -1.821 2.038 -0.34 0.10 0.14 0.2140
H 2.505 -1.419 3.551 0.01 -0.09 -0.60 0.2245
```
Positions in Å, forces in eV/Å.

C5H8N2 | ωB97M-V/def2-TZVPD

Summary:
LUMO energy   1.098 eV
Energy relative to the best compared isomer or geometry (same formula, charge and spin)   2.768 eV
HOMO-LUMO gap   10.69 eV
E_HOMO   -9.6 eV
Structure (SMILES)   C=C[C@@H](N)C1=NC1

Structure (XYZ):
```
15
Properties=species:S:1:pos:R:3:forces:R:3:nbo_charge:R:1
C 1.077 1.924 -0.325 -0.05 -0.13 -0.07 -0.3701
C 0.641 0.757 -0.781 0.11 0.21 0.05 -0.1668
C -0.682 0.140 -0.390 0.04 0.12 0.10 -0.1508
N -1.428 -0.317 -1.552 -0.01 -0.22 0.04 -0.8050
C -0.356 -0.910 0.627 -0.06 -0.42 0.09 0.2314
N -0.502 -2.124 0.904 -0.06 0.46 -0.30 -0.3253
C 0.394 -1.274 1.805 0.22 0.08 0.33 -0.3222
H 2.063 2.302 -0.577 -0.14 -0.05 -0.02 0.2054
H 0.462 2.543 0.325 0.08 -0.10 -0.09 0.1939
H 1.275 0.138 -1.417 -0.10 0.12 0.04 0.2015
H -1.281 0.905 0.123 0.12 -0.08 -0.04 0.2208
H -2.311 -0.727 -1.261 0.09 0.04 -0.03 0.3670
H -0.913 -1.054 -2.028 -0.05 0.07 0.04 0.3596
H 0.021 -1.031 2.799 0.00 -0.09 -0.14 0.1798
H 1.467 -1.458 1.740 -0.19 0.00 0.01 0.1807
```
Positions in Å, forces in eV/Å.

C4H7NO | ωB97M-V/def2-TZVPD

Summary:
LUMO energy   0.594 eV
Energy relative to the best compared isomer or geometry (same formula, charge and spin)   2.893 eV
HOMO-LUMO gap   7.78 eV
E_HOMO   -7.2 eV
Structure (SMILES)   [O-]C1=CCC[NH2+]1

Structure (XYZ):
```
13
Properties=species:S:1:pos:R:3:forces:R:3:nbo_charge:R:1
O 2.288 -0.758 -1.010 0.05 0.21 0.37 -0.6725
C 1.151 -0.491 -0.648 -0.28 -0.54 -0.16 0.5563
C -0.125 -0.912 -0.866 0.16 -0.40 -0.64 -0.5238
C -1.259 -0.064 -0.386 0.40 0.03 0.10 -0.4489
C -0.620 0.424 0.895 1.37 0.80 -0.20 -0.1430
N 1.008 0.681 0.425 -0.87 -0.64 0.50 -0.6679
H -0.279 -1.882 -1.298 -0.09 -0.04 -0.58 0.2237
H -1.569 0.773 -1.037 0.25 -0.23 0.06 0.1951
H -2.158 -0.689 -0.248 0.33 0.37 0.48 0.2314
H -0.670 -0.408 1.627 0.81 0.70 -0.34 0.2243
H -0.894 1.366 1.344 -0.33 0.26 0.02 0.1957
H 1.626 0.456 1.204 -0.22 -0.32 -0.04 0.4072
H 1.500 1.504 -0.003 -1.57 -0.19 0.43 0.4226
```
Positions in Å, forces in eV/Å.

C5H9N3 | ωB97M-V/def2-TZVPD

Summary:
LUMO energy   0.735 eV
Energy relative to the best compared isomer or geometry (same formula, charge and spin)   2.470 eV
HOMO-LUMO gap   9.47 eV
E_HOMO   -8.7 eV
Structure (SMILES)   C=NN(C)CCC#N

Structure (XYZ):
```
17
Properties=species:S:1:pos:R:3:forces:R:3:nbo_charge:R:1
C 2.021 0.539 1.295 1.23 0.04 -0.73 -0.2236
N 0.898 0.062 1.677 0.45 0.09 -0.17 -0.2070
N -0.243 0.426 1.077 -0.34 0.61 -1.33 -0.2521
C -1.373 -0.477 1.242 -0.77 -0.72 0.10 -0.4228
C -0.134 1.072 -0.257 0.86 -0.37 1.51 -0.2261
C 0.474 0.196 -1.353 1.09 0.68 0.04 -0.5563
C -0.486 -0.739 -1.846 -2.80 -1.66 -2.12 0.2829
N -1.330 -1.414 -2.293 1.88 1.26 1.06 -0.3220
H 2.916 0.151 1.787 -0.41 0.19 0.24 0.1885
H 2.296 1.217 0.422 -0.93 -0.74 1.08 0.1519
H -1.330 -0.973 2.236 0.09 0.59 -0.58 0.2291
H -2.350 0.090 1.157 1.17 -0.59 0.05 0.2052
H -1.367 -1.308 0.485 -0.11 0.73 0.56 0.1962
H 0.460 1.974 -0.131 -0.02 0.06 -0.08 0.2118
H -1.103 1.353 -0.553 -1.31 0.48 -0.28 0.2191
H 0.908 0.856 -2.152 -0.56 -0.81 0.48 0.2613
H 1.275 -0.420 -0.961 0.49 0.17 0.18 0.2638
```
Positions in Å, forces in eV/Å.

C12H19MoN3OS6 | ωB97M-V/def2-TZVPD

Summary:
Charge   +4
LUMO energy (alpha / beta)   -14.000 / -14.000 eV
Energy relative to the best compared isomer or geometry (same formula, charge and spin)   2.178 eV
HOMO-LUMO gap (alpha / beta)   6.52 / 6.52 eV
E_HOMO (alpha / beta)   -20.5 / -20.5 eV

Structure (XYZ):
```
42
Properties=species:S:1:pos:R:3:forces:R:3:nbo_charge:R:1
Mo 0.546 0.789 0.803 -0.41 0.48 -0.78 -0.0377
C -2.608 -0.508 1.151 -0.05 -0.08 -0.09 -0.5525
C -2.566 -0.280 -0.347 0.00 0.07 -0.12 -0.5918
S -0.879 0.253 -0.791 0.33 0.05 0.61 1.2528
C -1.109 1.449 -2.131 0.02 0.00 0.12 -0.5738
C -1.391 2.778 -1.426 -0.03 -0.09 -0.14 -0.5576
S -0.204 3.099 -0.057 -0.02 -0.10 -0.07 0.4589
C -1.308 3.378 1.389 0.03 0.01 0.07 -0.5355
C -2.296 2.276 1.759 0.04 0.06 -0.10 -0.5489
S -1.533 0.626 2.089 -0.05 0.01 0.20 0.5154
H -3.630 -0.393 1.519 0.01 0.02 0.03 0.3127
H -2.268 -1.504 1.435 0.01 0.00 0.00 0.2806
H -2.819 -1.155 -0.951 -0.03 -0.03 0.06 0.3145
H -3.201 0.547 -0.672 -0.03 -0.04 -0.03 0.2765
H -0.165 1.462 -2.679 0.00 0.00 -0.02 0.2869
H -1.918 1.114 -2.785 -0.01 0.07 -0.02 0.3033
H -1.271 3.584 -2.152 0.02 0.03 0.02 0.3211
H -2.410 2.835 -1.045 0.01 0.01 0.03 0.2586
H -0.617 3.613 2.202 -0.01 -0.03 0.02 0.2788
H -1.851 4.301 1.175 -0.03 -0.01 0.00 0.3055
H -2.816 2.567 2.674 0.01 -0.02 0.02 0.3084
H -3.058 2.139 0.992 0.01 -0.01 0.00 0.2394
S 3.834 2.291 4.307 0.13 0.00 0.24 0.7246
C 3.133 2.310 2.986 -0.23 0.01 -0.43 -0.3631
S 1.231 -0.614 2.665 -0.01 -0.19 0.18 0.1549
S 2.397 2.495 1.540 0.15 -0.10 0.25 0.0472
C 0.668 -3.267 -3.026 0.23 0.18 0.44 -0.3977
N 1.300 -2.738 -1.749 -0.04 -0.11 -0.16 -0.2767
C 2.321 -3.399 -1.170 -0.01 -0.04 -0.05 0.2156
C 2.868 -2.958 0.022 -0.11 0.07 -0.12 -0.2629
C 2.343 -1.790 0.518 0.11 0.02 0.30 0.4399
N 1.384 -1.068 -0.084 -0.01 -0.06 -0.10 -0.4663
C 0.836 -1.608 -1.180 -0.18 0.00 -0.15 0.7697
O -0.236 -1.077 -1.739 0.17 -0.02 0.08 -0.5818
N 2.741 -1.224 1.794 0.07 -0.04 -0.15 -0.6731
H 1.269 -4.114 -3.339 -0.06 -0.03 -0.09 0.2693
H 0.701 -2.471 -3.765 -0.05 -0.04 -0.07 0.2625
H -0.349 -3.572 -2.793 -0.03 -0.02 -0.08 0.2620
H 2.662 -4.295 -1.678 0.04 -0.01 0.03 0.2997
H 3.660 -3.514 0.509 0.00 -0.01 -0.01 0.3155
H 3.220 -1.920 2.380 0.00 0.00 0.02 0.4837
H 3.389 -0.437 1.651 0.02 0.01 0.03 0.4613
```
Positions in Å, forces in eV/Å.

The evaluated E_tot for the records listed, in turn: -36171.6372 -86765.6119 -32915.3906 -8292.2281 -7796.7516 -9798.9972 -86092.9005 eV.